An isolated molecule of C5H8O2 at a distorted geometry. Source: OMol25; level of theory: ωB97M-V/def2-TZVPD.

XYZ file:
```
15
Properties=species:S:1:pos:R:3:nbo_charge:R:1
C 1.383 -0.894 -0.567 -0.256
O 0.164 -1.500 -0.196 -0.538
H 2.174 -1.572 -0.217 0.245
H 0.832 1.206 1.421 0.318
C -0.990 -0.739 -0.486 -0.106
C 1.683 0.488 -0.213 0.098
C 0.774 1.435 0.358 -0.319
H -1.785 -1.464 -0.676 0.198
O -0.739 1.409 0.646 -0.558
H 1.504 -0.886 -1.677 0.240
C -1.396 0.163 0.665 -0.098
H -2.466 0.396 0.583 0.195
H -1.266 -0.413 1.604 0.168
H 0.983 2.494 0.147 0.241
H -0.857 -0.124 -1.391 0.173
```

Computed properties:
Gap between HOMO and LUMO   8.551 eV
E_tot   -9404.4394 eV
F_max   0.0430 hartree/bohr
LUMO level   -0.07 eV



A structure of composition C5H8O2. Source: OMol25; level of theory: ωB97M-V/def2-TZVPD.

XYZ file:
```
15
Properties=species:S:1:pos:R:3:nbo_charge:R:1
H 0.904 -1.597 -0.892 0.238
H -0.341 -1.752 1.175 0.220
H -1.164 2.001 0.386 0.229
C -0.827 1.353 -0.428 -0.629
H -1.665 1.160 -1.104 0.219
H 1.018 -0.043 -1.776 0.239
O 0.868 0.522 1.062 -0.497
C 1.852 -0.005 0.286 0.795
C 0.908 -0.509 -0.795 -0.552
H -1.630 -0.627 1.612 0.225
H -1.677 -1.486 0.051 0.219
H -0.066 1.914 -0.986 0.217
C -1.024 -0.991 0.778 -0.629
C -0.178 0.088 0.116 0.255
O 3.023 -0.028 0.514 -0.548
```

Computed properties:
Gap between HOMO and LUMO   11.138 eV
E_tot   -9409.6268 eV
F_max   0.0121 hartree/bohr
LUMO level   0.73 eV



An isolated molecule of C5H8O2. Source: OMol25; level of theory: ωB97M-V/def2-TZVPD.

XYZ file:
```
15
Properties=species:S:1:pos:R:3:nbo_charge:R:1
H -1.381 -0.745 -0.360 0.242
H 0.300 -1.525 1.184 0.212
C 0.667 -0.839 0.413 -0.389
H -1.715 3.108 0.834 0.131
O -1.636 2.472 -1.103 -0.474
H 1.946 -0.896 -1.347 0.203
C 1.510 -1.588 -0.616 -0.604
C -1.498 2.320 0.085 0.345
H 0.922 -2.329 -1.169 0.204
H 2.338 -2.111 -0.124 0.214
O -0.970 0.966 1.927 -0.495
H -0.280 0.343 -1.181 0.236
C -0.519 -0.081 -0.198 -0.518
C -0.988 1.021 0.716 0.488
H 1.304 -0.119 0.940 0.205
```

Computed properties:
Gap between HOMO and LUMO   9.339 eV
E_tot   -9408.9849 eV
F_max   0.0114 hartree/bohr
Structure (SMILES)   CCCC(=O)C=O
LUMO level   -0.49 eV



An isolated molecule of C5H8O2 at a distorted geometry. Source: OMol25; level of theory: ωB97M-V/def2-TZVPD.

XYZ file:
```
15
Properties=species:S:1:pos:R:3:nbo_charge:R:1
O 0.456 -0.415 1.751 -0.699
H -1.609 1.059 1.399 0.242
H 1.157 -1.067 1.612 0.473
H 1.138 1.046 -1.232 0.236
C -1.142 -0.369 -0.151 0.025
H 1.829 1.482 0.350 0.221
H -1.710 -1.154 0.350 0.217
H -1.073 1.833 -0.197 0.237
H -0.445 -2.224 -0.979 0.043
C 0.168 0.147 0.506 0.217
C -1.068 0.976 0.466 -0.452
C -0.140 -1.383 -1.674 0.183
O -1.126 -0.481 -1.562 -0.520
C 1.390 0.664 -0.240 -0.641
H 2.153 -0.113 -0.378 0.217
```

Computed properties:
Gap between HOMO and LUMO   8.824 eV
E_tot   -9404.3973 eV
F_max   0.0270 hartree/bohr
LUMO level   0.26 eV



An isolated molecule of C5H8O2. Source: OMol25; level of theory: ωB97M-V/def2-TZVPD.

XYZ file:
```
15
Properties=species:S:1:pos:R:3:nbo_charge:R:1
H 0.564 1.094 1.584 0.184
C -1.306 1.386 -0.860 -0.637
C 0.732 -1.694 0.675 -0.079
C 1.099 0.312 1.034 -0.086
H -1.633 1.654 -1.871 0.223
O 1.193 -0.910 1.788 -0.525
H -0.080 -2.380 0.930 0.183
H -0.489 2.059 -0.582 0.217
O 0.459 -0.243 -1.446 -0.475
C -0.824 -0.039 -0.836 0.069
H 1.562 -2.230 0.194 0.183
H 2.081 0.677 0.709 0.183
H -1.564 -0.805 -1.083 0.184
H -2.144 1.545 -0.174 0.219
C 0.350 -0.427 -0.063 0.157
```

Computed properties:
Gap between HOMO and LUMO   10.852 eV
E_tot   -9407.3531 eV
F_max   0.0077 hartree/bohr
Structure (SMILES)   C[C@H]1OC12COC2
LUMO level   0.98 eV



An isolated molecule of C5H8O2 at a distorted geometry. Source: OMol25; level of theory: ωB97M-V/def2-TZVPD.

XYZ file:
```
15
Properties=species:S:1:pos:R:3:nbo_charge:R:1
H -0.687 -1.336 1.188 0.229
H 1.029 0.926 1.577 0.134
H -0.616 -1.673 -1.414 0.244
C -0.030 -0.909 -0.897 -0.580
C -1.213 0.666 0.473 -0.074
C 1.161 0.005 0.978 -0.058
O 1.870 0.258 -0.169 -0.774
C -0.278 -0.535 0.568 -0.292
H -2.275 0.441 0.329 0.187
H -1.083 1.400 1.273 0.206
C -0.038 0.462 -1.426 0.493
H 1.623 -0.741 1.663 0.155
H 0.223 0.779 -2.433 0.213
O -0.757 1.318 -0.766 -0.422
H 1.069 -1.060 -0.943 0.338
```

Computed properties:
Gap between HOMO and LUMO (alpha / beta)   8.396 / 8.394 eV
E_tot   -9406.0558 eV
F_max   0.0200 hartree/bohr
LUMO level (alpha / beta)   0.26 / 0.25 eV



An isolated molecule of C5H8O2 at a distorted geometry. Source: OMol25; level of theory: ωB97M-V/def2-TZVPD.

XYZ file:
```
15
Properties=species:S:1:pos:R:3:nbo_charge:R:1
H 0.722 0.680 1.616 0.231
H -0.937 -1.560 0.315 0.233
H 2.147 -0.057 -1.024 0.217
H -1.798 0.790 0.144 0.156
C -0.028 -0.171 -1.013 0.606
C -0.174 0.053 1.494 -0.513
H 1.348 -0.677 -2.489 0.249
C -1.405 0.924 1.214 0.412
H 1.292 1.056 -2.150 0.246
O -1.900 1.645 2.047 -0.515
O -1.049 0.208 -1.557 -0.551
H -0.293 -0.487 2.446 0.242
C -0.046 -0.924 0.313 -0.514
C 1.291 0.067 -1.687 -0.724
H 0.839 -1.559 0.397 0.224
```

Computed properties:
Gap between HOMO and LUMO   10.013 eV
E_tot   -9408.8937 eV
F_max   0.0321 hartree/bohr
Structure (SMILES)   CC(=O)CCC=O
LUMO level   0.66 eV



A cluster of 2 separate species, C5H8O2 in total. Source: OMol25; level of theory: ωB97M-V/def2-TZVPD.

XYZ file:
```
15
Properties=species:S:1:pos:R:3:nbo_charge:R:1
C 2.524 0.166 0.596 -0.408
H 1.507 1.799 1.474 0.189
H -2.692 0.286 -1.786 0.207
H -3.181 -0.515 -0.276 0.223
H 2.778 -0.889 0.644 0.200
C -2.414 -0.487 -1.058 -0.625
H -0.861 1.660 -0.015 0.474
H 2.885 0.711 -0.274 0.193
C -0.056 -0.999 -0.694 0.666
H -2.413 -1.452 -1.573 0.225
C 1.782 0.749 1.530 -0.372
C -1.080 -0.203 -0.431 -0.033
O -0.984 0.838 0.479 -0.675
H 1.400 0.201 2.387 0.198
O 0.770 -1.774 -0.997 -0.462
```

Computed properties:
Gap between HOMO and LUMO   9.164 eV
E_tot   -9407.0669 eV
F_max   0.0176 hartree/bohr
Structure (SMILES)   CC(O)=C=O.C=C
LUMO level   0.68 eV